Density functional theory data (wB97M-V/def2-TZVPD) for a structure of composition C16H14N6ReSSe in a non-equilibrium geometry.

Values from the calculation:
- ⟨S²⟩: 3.88
- Net charge: +2
- 2S+1: 4

Last column: Löwdin spin population.
Cartesian coordinates (Å):
Re  -0.272  0.430  0.318  2.79
Se  -3.808  -0.460  7.115  0.00
N  -4.381  -0.040  5.491  0.00
C  -3.335  -0.073  4.705  0.00
C  -3.396  0.220  3.275  0.00
C  -4.586  0.537  2.611  0.03
C  -4.557  0.786  1.257  0.00
C  -3.347  0.713  0.581  0.04
N  -2.203  0.409  1.201  0.04
C  -2.222  0.169  2.543  0.02
C  -0.948  -0.167  3.174  0.02
N  0.149  -0.175  2.369  0.04
C  1.332  -0.522  2.890  0.02
C  1.480  -0.861  4.226  0.00
C  0.377  -0.833  5.050  0.01
C  -0.868  -0.479  4.521  0.00
C  -2.091  -0.425  5.318  0.00
N  -2.126  -0.679  6.602  0.00
H  -5.509  0.579  3.176  0.00
H  -5.456  1.030  0.709  0.00
H  -3.287  0.897  -0.482  0.00
H  2.178  -0.527  2.214  0.00
H  2.455  -1.138  4.600  0.00
H  0.448  -1.083  6.101  0.00
C  -0.832  -0.215  -1.387  -0.16
H  -1.862  -0.363  -1.717  0.01
H  -0.128  -0.765  -2.017  0.01
S  1.954  1.090  -0.253  0.10
C  2.063  1.703  -1.874  0.03
N  3.232  2.053  -2.377  0.01
C  3.120  2.538  -3.762  0.00
C  1.591  2.502  -3.996  0.00
N  1.093  1.913  -2.740  0.00
H  4.101  1.946  -1.879  0.00
H  3.658  1.874  -4.435  0.00
H  3.533  3.540  -3.847  0.00
H  1.316  1.879  -4.843  0.00
H  1.169  3.496  -4.133  0.00
H  0.133  1.690  -2.537  0.00

Density functional theory data (wB97M-V/def2-TZVPD) for the ion C8H10N3S with charge +1 in a non-equilibrium geometry.

Values from the calculation:
- SMILES: CS[N@@+]1(C)N=Nc2ccccc21
- Net charge: +1

Last column: Mulliken charge in e.
Cartesian coordinates (Å):
C  2.681  -2.039  -0.267  -0.85
S  1.480  -1.750  1.072  0.24
N  0.798  0.282  0.634  0.41
C  1.342  1.122  1.687  -0.84
N  1.467  0.382  -0.615  -0.47
N  0.638  0.316  -1.527  -0.34
C  -0.628  0.382  -1.103  0.63
C  -1.737  0.372  -1.941  -0.65
C  -2.960  0.399  -1.303  -0.40
C  -2.980  0.343  0.095  -0.51
C  -1.833  0.290  0.886  -0.78
C  -0.622  0.262  0.277  0.70
H  3.600  -1.469  -0.236  0.34
H  2.242  -2.119  -1.252  0.29
H  3.171  -2.925  -0.033  0.44
H  0.817  2.083  2.138  0.30
H  1.657  0.504  2.481  0.39
H  2.291  1.469  1.293  0.38
H  -1.664  0.608  -3.001  0.41
H  -3.856  0.533  -1.780  0.48
H  -3.882  0.675  0.559  0.38
H  -2.024  0.279  1.935  0.45

Density functional theory data (wB97M-V/def2-TZVPD) for an isolated molecule of C22H35N3O5S.

Values from the calculation:
- SMILES: CC(=O)Nc1ccc(S(=O)(=O)NC[C@H]2CC[C@@H](C(=O)NCCCOC(C)C)CC2)cc1
- Net charge: 0

Last column: Mulliken charge in e.
Cartesian coordinates (Å):
C  -3.707  -0.931  -3.531  -1.54
C  -2.814  0.038  -2.786  0.75
O  -3.218  0.765  -1.905  -0.56
N  -1.523  -0.007  -3.224  -0.01
C  -0.401  0.629  -2.697  0.63
C  0.852  0.209  -3.144  -0.25
C  1.999  0.747  -2.597  -0.84
C  1.893  1.709  -1.612  0.08
S  3.343  2.232  -0.724  1.29
O  3.175  3.595  -0.303  -0.74
O  4.524  1.860  -1.449  -0.70
N  3.205  1.270  0.634  -0.12
C  4.156  0.217  0.904  -1.79
C  3.500  -1.174  0.967  0.46
C  2.285  -1.178  1.893  -0.51
C  1.686  -2.578  1.987  -1.35
C  1.268  -3.109  0.610  0.47
C  0.060  -2.377  0.022  -0.07
O  0.055  -1.846  -1.073  -0.56
N  -1.047  -2.441  0.792  0.01
C  -2.282  -1.771  0.452  -0.27
C  -2.666  -0.697  1.466  -0.71
C  -1.559  0.353  1.616  0.30
O  -1.927  1.416  2.463  -0.50
C  -2.275  2.641  1.833  1.51
C  -2.360  3.678  2.949  -1.64
C  -3.589  2.570  1.054  -1.23
C  2.461  -3.054  -0.348  -1.80
C  3.066  -1.655  -0.415  0.27
C  0.661  2.177  -1.203  -0.89
C  -0.493  1.652  -1.754  -0.51
H  -4.727  -0.826  -3.173  0.37
H  -3.678  -0.727  -4.599  0.41
H  -3.371  -1.952  -3.358  0.36
H  -1.304  -0.724  -3.903  0.24
H  0.921  -0.566  -3.893  0.31
H  2.981  0.429  -2.910  0.38
H  2.889  1.796  1.430  0.34
H  4.884  0.241  0.090  0.60
H  4.684  0.415  1.843  0.49
H  4.253  -1.866  1.363  0.44
H  1.542  -0.485  1.492  -0.14
H  2.570  -0.835  2.890  0.56
H  0.840  -2.569  2.678  0.61
H  2.435  -3.258  2.401  0.55
H  0.956  -4.157  0.723  0.39
H  -1.003  -2.880  1.697  0.33
H  -2.123  -1.315  -0.527  -0.16
H  -3.087  -2.511  0.374  0.35
H  -2.866  -1.145  2.441  0.32
H  -3.580  -0.215  1.121  0.28
H  -1.264  0.721  0.627  -0.15
H  -0.682  -0.116  2.080  0.20
H  -1.465  2.921  1.138  -0.34
H  -2.548  4.664  2.533  0.39
H  -1.428  3.699  3.507  0.41
H  -3.165  3.417  3.630  0.35
H  -4.386  2.218  1.705  0.36
H  -3.847  3.563  0.693  0.44
H  -3.510  1.907  0.196  0.14
H  2.130  -3.351  -1.345  0.51
H  3.217  -3.767  -0.011  0.52
H  2.322  -0.966  -0.814  -0.65
H  3.922  -1.661  -1.091  0.58
H  0.623  2.953  -0.455  0.54
H  -1.463  2.009  -1.449  0.50

Density functional theory data (wB97M-V/def2-TZVPD) for a cluster of 7 separate species, C15H44N6O7 in total in a non-equilibrium geometry.

Values from the calculation:
- SMILES: NC(N)=O.NC(N)=O.NC(N)=O.CC(C)O.CC(C)O.CC(C)O.CC(C)O
- Net charge: 0

Last column: Mulliken charge in e.
Cartesian coordinates (Å):
N  -1.399  0.220  -1.726  -0.21
C  -0.555  -0.732  -1.333  0.75
N  0.642  -0.293  -0.925  0.19
O  -0.789  -1.965  -1.316  -0.93
H  -2.338  -0.075  -1.945  0.30
H  -1.296  1.153  -1.342  -0.03
H  0.782  0.698  -0.858  -0.04
H  1.294  -1.010  -0.658  -0.07
N  -3.291  -2.599  -0.130  -0.32
C  -4.418  -2.759  -0.891  0.52
N  -4.052  -3.353  -2.070  -0.34
O  -5.559  -2.713  -0.448  -0.65
H  -3.449  -2.252  0.804  0.20
H  -2.414  -2.385  -0.595  0.21
H  -3.120  -3.690  -2.212  0.20
H  -4.829  -3.695  -2.610  0.21
N  0.406  3.657  -0.219  -0.24
C  0.225  3.264  -1.495  0.48
N  1.321  2.924  -2.193  -0.34
O  -0.926  2.959  -1.867  -0.73
H  1.242  3.510  0.319  0.23
H  -0.448  3.844  0.285  0.11
H  2.259  3.089  -1.877  0.19
H  1.161  2.270  -2.941  0.28
C  3.870  -1.026  1.648  -1.00
C  4.434  -0.379  0.402  0.46
C  5.175  -1.262  -0.587  -1.34
O  3.533  0.533  -0.218  -0.52
H  4.730  -1.129  2.313  0.46
H  3.370  -1.979  1.475  0.25
H  3.228  -0.270  2.102  0.12
H  5.201  0.322  0.764  0.34
H  6.103  -1.583  -0.111  0.39
H  5.491  -0.650  -1.431  0.36
H  4.623  -2.164  -0.849  0.20
H  3.393  1.315  0.317  0.27
C  0.127  0.029  2.276  -0.86
C  0.103  1.399  2.928  1.76
C  -0.764  1.512  4.147  -1.57
O  1.421  1.863  3.277  -0.60
H  -0.818  -0.210  1.777  0.33
H  0.311  -0.790  2.974  0.42
H  0.823  -0.096  1.449  -0.21
H  -0.168  2.067  2.107  -0.65
H  -0.453  2.418  4.674  0.48
H  -0.760  0.666  4.831  0.37
H  -1.765  1.825  3.839  0.30
H  1.611  1.661  4.197  0.31
C  2.205  -3.396  -2.897  -1.00
C  1.254  -4.568  -2.533  0.82
C  2.043  -5.845  -2.455  -1.52
O  0.610  -4.167  -1.334  -0.57
H  3.220  -3.625  -2.573  0.28
H  1.945  -2.442  -2.436  0.14
H  2.151  -3.168  -3.965  0.32
H  0.505  -4.700  -3.321  0.17
H  2.667  -5.987  -1.571  0.36
H  2.762  -5.856  -3.279  0.39
H  1.425  -6.726  -2.635  0.36
H  0.154  -3.308  -1.462  0.29
C  -3.869  2.827  0.912  -1.05
C  -3.303  4.249  0.849  0.41
C  -4.187  5.382  1.395  -1.48
O  -2.040  4.172  1.573  -0.59
H  -4.075  2.669  1.975  0.31
H  -3.114  2.109  0.599  0.21
H  -4.810  2.701  0.377  0.38
H  -3.045  4.513  -0.177  0.29
H  -5.123  5.352  0.831  0.39
H  -3.755  6.357  1.175  0.37
H  -4.498  5.339  2.440  0.36
H  -2.387  3.981  2.453  0.33

Energy above the lowest of the compared OMol25 structures with the same formula, charge and spin: 7.9; 387.9; 25.1; 146.5 (kJ/mol)
Energy: -104056.2790; -23752.5288; -48926.6322; -39543.8578 (eV)